No. 1
{"formula": "C11H24N3O3", "method": "wB97M-V/def2-TZVPD", "homo_lumo_gap_ev": 9.84, "e_homo_ev": -12.744, "spin_multiplicity": 1, "lumo_ev": -2.90, "e_above_lowest_kj_mol": 1003.2, "smiles": "CCCN[C@H]1C[N@@+](CCOC=O)(NCC)CO1", "total_energy_ha": -822.93316, "total_charge": 1, "elements": ["C", "C", "C", "N", "C", "C", "N", "C", "C", "O", "C", "O", "N", "C", "C", "C", "O", "H", "H", "H", "H", "H", "H", "H", "H", "H", "H", "H", "H", "H", "H", "H", "H", "H", "H", "H", "H", "H", "H", "H", "H"], "positions_angstrom": [[-2.9576, -3.1410, -1.2985], [-1.3701, -3.1144, -1.7571], [-1.0595, -2.0329, -2.9621], [-1.3350, -0.5870, -2.5930], [-0.6653, -0.2102, -1.2911], [-0.1630, 1.3484, -1.0523], [0.3191, 1.3090, 0.4169], [1.8184, 1.0270, 0.1719], [2.5677, 0.2906, 1.4247], [2.5610, -1.2057, 1.3080], [3.4050, -1.6472, 0.1878], [4.7007, -1.3182, 0.0021], [0.3290, 2.6288, 0.7339], [-0.4906, 3.0757, 1.8916], [0.1526, 2.8242, 3.3839], [-0.5496, 0.2598, 1.0107], [-1.4275, -0.3706, -0.0331], [-3.2461, -2.2751, -0.5579], [-3.6602, -3.1996, -2.2502], [-3.1011, -4.1692, -0.7142], [-0.6675, -2.9701, -0.8110], [-1.1151, -4.1835, -2.1844], [0.0439, -2.2307, -3.3385], [-1.8142, -2.3045, -3.8450], [-2.3804, -0.3999, -2.5210], [0.2588, -0.9402, -1.0956], [0.5476, 1.8451, -1.8415], [-1.1990, 1.9188, -1.0309], [2.3244, 2.1033, 0.0657], [1.9986, 0.5090, -0.8832], [1.9825, 0.5121, 2.4332], [3.7150, 0.5789, 1.5458], [2.9239, -2.3083, -0.6822], [0.2423, 3.2823, -0.0748], [-1.6109, 2.6647, 1.9206], [-0.6198, 4.2593, 1.7956], [1.2265, 2.3741, 3.2739], [0.2566, 3.8737, 3.9439], [-0.5891, 2.1914, 4.0306], [-1.3328, 0.4581, 1.8495], [-0.0194, -0.7262, 1.4274]], "forces_ev_per_a": [[0.49, -1.05, 0.22], [-0.31, -0.39, -0.21], [-0.78, -1.76, 0.01], [0.14, 0.09, 2.54], [1.76, -0.71, 0.20], [-3.64, -1.39, -2.30], [1.69, -1.07, -5.17], [3.58, -0.58, 0.18], [0.52, -0.18, 0.68], [1.43, 0.65, -3.12], [6.10, 1.67, -1.21], [-8.84, -1.71, 1.78], [-1.72, 4.84, 3.70], [-1.60, 1.71, 1.62], [-0.07, 0.78, -0.05], [-2.85, -4.98, 1.71], [1.57, 2.07, -0.39], [0.55, -1.62, -1.71], [1.45, 0.35, 2.04], [0.17, 2.30, -1.20], [-1.48, -0.14, -1.97], [-0.46, 2.15, 0.79], [-2.25, 0.89, 0.72], [1.82, 0.70, 1.84], [1.85, -0.41, -0.09], [-1.62, 1.54, -1.02], [-1.06, -1.11, 2.00], [2.22, -0.89, -0.03], [-1.37, -2.52, 0.31], [-0.52, 0.62, 2.62], [1.35, -0.48, -2.19], [-2.67, -0.18, -0.49], [0.57, 1.21, 2.45], [-0.17, -1.27, 0.88], [2.36, 0.75, -0.43], [0.40, -2.73, -0.14], [-2.13, 0.70, 0.46], [-0.15, -2.39, -1.32], [1.73, 0.93, -1.23], [1.87, 0.85, -1.53], [0.07, 2.77, -0.93]]}

=====

No. 2
{"formula": "C4H12AlIO4PS", "method": "wB97M-V/def2-TZVPD", "homo_lumo_gap_ev": 7.57, "e_homo_ev": -5.094, "spin_multiplicity": 1, "lumo_ev": 2.48, "e_above_lowest_kj_mol": 0.0, "total_energy_ha": -1740.37533, "total_charge": -1, "elements": ["O", "P", "I", "C", "C", "O", "Al", "O", "H", "H", "H", "H", "H", "H", "C", "S", "O", "C", "H", "H", "H", "H", "H", "H"], "positions_angstrom": [[1.3190, -0.3530, 1.3031], [2.6209, -0.0655, 0.3461], [2.5006, -1.9105, -1.3120], [1.9049, 1.2790, -0.7020], [2.9572, 1.9698, -1.5948], [2.2814, 2.8181, -2.4767], [0.5270, 2.4444, -2.4247], [0.8104, 0.9194, -1.4740], [0.5020, -0.0203, 0.9018], [1.5977, 2.0174, 0.0716], [3.5195, 1.2056, -2.1582], [3.6803, 2.5093, -0.9652], [-0.1959, 2.2052, -3.8404], [-0.2380, 3.4970, -1.4529], [-1.7573, -1.7660, 0.3812], [-3.0384, -1.0570, 1.4160], [-2.4641, 0.1496, 2.0640], [-3.0028, -2.3557, 2.6645], [-1.5853, -1.0891, -0.4555], [-0.8414, -1.8729, 0.9634], [-2.0937, -2.7337, 0.0085], [-1.9950, -2.4132, 3.0754], [-3.2996, -3.3049, 2.2183], [-3.7092, -2.0731, 3.4424]], "forces_ev_per_a": [[0.07, -0.04, -0.05], [-0.18, 0.13, 0.10], [0.00, -0.09, -0.02], [0.25, 0.03, -0.06], [0.00, -0.12, -0.19], [0.03, 0.03, 0.11], [-0.06, 0.09, -0.02], [-0.20, -0.03, 0.29], [-0.06, 0.02, -0.10], [0.14, -0.03, 0.08], [-0.01, -0.03, 0.06], [-0.04, 0.07, -0.02], [0.03, -0.03, -0.02], [-0.05, 0.00, -0.09], [0.06, 0.03, -0.08], [0.00, -0.03, 0.00], [0.02, 0.01, 0.02], [-0.01, -0.01, 0.00], [0.02, 0.02, 0.02], [-0.01, -0.02, 0.00], [0.01, 0.00, -0.02], [0.00, 0.00, 0.00], [0.00, 0.00, 0.01], [0.00, 0.00, 0.00]]}

=====

No. 3
{"formula": "C63H39Br3F2O14", "method": "wB97M-V/def2-TZVPD", "homo_lumo_gap_ev": 8.05, "e_homo_ev": -9.383, "spin_multiplicity": 1, "lumo_ev": -1.33, "e_above_lowest_kj_mol": 95.5, "smiles": "O=C1c2ccccc2C(=O)c2ccccc21.O=C1c2ccccc2C(=O)c2ccccc21.O=C1c2ccccc2C(=O)c2ccccc21.O=C1c2ccccc2C(=O)c2ccccc21.O=C1OC[C@@H](F)O1.O=C1OC[C@@H](F)O1.BrC(Br)Br", "total_energy_ha": -11399.16396, "total_charge": 0, "elements": ["C", "C", "O", "C", "O", "O", "F", "H", "H", "H", "C", "C", "O", "C", "O", "O", "F", "H", "H", "H", "C", "C", "C", "C", "C", "C", "C", "O", "C", "C", "C", "C", "C", "C", "C", "O", "H", "H", "H", "H", "H", "H", "H", "H", "C", "C", "C", "C", "C", "C", "C", "O", "C", "C", "C", "C", "C", "C", "C", "O", "H", "H", "H", "H", "H", "H", "H", "H", "C", "C", "C", "C", "C", "C", "C", "O", "C", "C", "C", "C", "C", "C", "C", "O", "H", "H", "H", "H", "H", "H", "H", "H", "C", "C", "C", "C", "C", "C", "C", "O", "C", "C", "C", "C", "C", "C", "C", "O", "H", "H", "H", "H", "H", "H", "H", "H", "C", "Br", "Br", "Br", "H"], "positions_angstrom": [[-2.3389, 5.1872, 5.2900], [-1.4707, 4.3552, 4.3253], [-2.3547, 3.7215, 3.4982], [-3.6314, 4.2226, 3.6233], [-4.6104, 3.8435, 2.9641], [-3.5664, 5.2095, 4.4473], [-0.6923, 3.4577, 4.8117], [-2.0853, 6.2463, 5.3357], [-2.6424, 4.8134, 6.2680], [-0.9284, 5.1741, 3.8525], [1.1554, 3.4191, 1.8988], [1.4969, 3.5017, 0.4006], [0.9482, 2.3126, -0.1133], [0.8987, 1.4128, 0.7733], [0.6310, 0.2483, 0.5927], [1.1054, 2.0064, 1.9832], [2.7711, 3.5734, 0.0715], [0.1933, 3.8486, 2.1779], [2.0715, 3.7238, 2.4049], [1.0204, 4.4654, 0.2207], [2.0583, -2.6688, 1.0045], [2.5281, -2.4851, -0.2544], [3.7634, -2.9395, -0.7119], [4.7036, -3.4951, 0.1045], [4.3221, -3.7054, 1.4947], [3.0338, -3.2488, 1.9287], [5.3272, -4.2798, 2.4237], [5.0066, -4.4022, 3.6536], [6.6583, -4.7063, 1.8631], [7.6341, -5.2427, 2.6917], [8.8601, -5.6572, 2.1946], [9.1793, -5.4984, 0.8398], [8.2427, -4.9286, -0.0272], [6.9759, -4.6190, 0.4566], [6.0587, -3.8794, -0.4536], [6.4253, -3.5899, -1.6258], [1.1004, -2.2960, 1.3358], [1.7830, -1.9366, -0.8115], [3.8099, -2.9217, -1.7908], [2.6612, -3.0498, 2.9227], [7.4158, -5.3901, 3.7391], [9.6161, -6.0525, 2.8570], [10.1724, -5.6407, 0.4400], [8.5968, -4.8978, -1.0471], [1.1494, 3.8990, -10.7315], [-0.2199, 4.0415, -10.6782], [-0.9217, 3.8299, -9.4678], [-0.3242, 3.4535, -8.3092], [1.1220, 3.3501, -8.2931], [1.8178, 3.4374, -9.5250], [1.8961, 3.2539, -7.0402], [3.0890, 3.3126, -6.9680], [1.0187, 2.8400, -5.8270], [1.7159, 2.6296, -4.6225], [1.0211, 2.3873, -3.4574], [-0.3455, 2.3528, -3.4954], [-1.0397, 2.5853, -4.6415], [-0.3898, 2.8417, -5.8235], [-1.1098, 3.1563, -7.0894], [-2.3485, 3.1870, -7.1374], [1.6508, 4.0155, -11.6808], [-0.7729, 4.2319, -11.5861], [-1.9896, 3.9901, -9.4854], [2.8252, 3.0484, -9.5398], [2.7890, 2.7414, -4.5742], [1.5763, 2.1358, -2.5658], [-0.9533, 1.9831, -2.6828], [-2.1081, 2.5486, -4.4880], [-4.5897, 4.0713, -3.9604], [-3.3940, 4.6858, -3.5672], [-2.8152, 4.1596, -2.4042], [-3.4322, 3.1619, -1.5563], [-4.6528, 2.5393, -1.9713], [-5.2097, 3.0278, -3.2063], [-5.3768, 1.5097, -1.1278], [-6.4148, 1.0204, -1.6095], [-4.5908, 0.9980, 0.0654], [-4.9051, -0.2063, 0.7038], [-4.0904, -0.6849, 1.7215], [-3.0880, 0.0975, 2.1924], [-2.5805, 1.1073, 1.5004], [-3.3968, 1.7164, 0.4894], [-2.8896, 2.9647, -0.1742], [-1.8245, 3.5439, 0.1256], [-4.9694, 4.2200, -4.9605], [-2.9765, 5.4681, -4.1838], [-1.8728, 4.5843, -2.0914], [-6.0011, 2.5020, -3.7197], [-5.7502, -0.7726, 0.3412], [-4.4143, -1.4596, 2.4007], [-2.5242, -0.3210, 3.0129], [-1.7185, 1.6653, 1.8353], [-0.9605, -3.3375, 2.0829], [-0.8520, -2.2857, 2.9086], [-1.2793, -2.3765, 4.2455], [-1.8740, -3.5475, 4.6355], [-1.9681, -4.6892, 3.7226], [-1.5156, -4.5521, 2.4292], [-2.7343, -5.9247, 4.1640], [-2.7496, -6.9625, 3.4739], [-3.5637, -5.9153, 5.4652], [-4.3604, -6.9356, 5.8067], [-4.8970, -7.0456, 7.0865], [-4.6718, -6.1495, 8.0395], [-3.9989, -4.9543, 7.6779], [-3.4253, -4.8200, 6.3519], [-2.6313, -3.5492, 5.9808], [-2.5919, -2.5143, 6.6891], [-0.6542, -3.1906, 1.0577], [-0.4184, -1.3407, 2.6162], [-1.1154, -1.6053, 4.9836], [-1.6917, -5.2503, 1.6243], [-4.7259, -7.6664, 5.1005], [-5.5954, -7.8068, 7.4016], [-5.1063, -6.2156, 9.0260], [-3.8720, -4.2000, 8.4403], [5.3677, 2.1131, -1.7928], [6.9449, 2.4567, -0.5504], [5.7692, 0.5540, -2.9851], [4.9996, 3.7427, -2.8305], [4.5965, 1.9064, -1.0508]], "forces_ev_per_a": [[-2.01, 0.03, -0.98], [-1.38, 3.28, 0.15], [-1.13, -1.08, -1.33], [-1.88, -1.99, -3.24], [3.35, 1.12, 2.24], [-0.62, 1.75, 2.37], [2.14, -1.90, 1.62], [0.44, -0.31, 0.22], [0.38, -0.32, -0.09], [0.71, -0.57, -0.96], [2.00, -1.96, -1.28], [-2.81, 1.98, 1.57], [0.44, 3.34, -3.97], [-1.00, -2.72, 3.12], [0.52, 1.21, 0.41], [-0.43, -2.00, 1.61], [1.66, -0.23, -0.04], [0.30, 0.20, -0.13], [-0.51, 0.42, 0.62], [-0.34, -0.40, -2.02], [3.44, -1.21, 1.91], [-1.43, 0.29, -0.12], [-1.21, 0.39, -1.22], [-0.18, -0.69, 1.24], [-0.67, 1.17, -0.85], [-0.79, 0.98, -1.51], [-1.53, -0.11, 3.52], [1.67, 0.14, -3.86], [0.42, -0.28, -1.27], [-0.23, -0.38, 0.21], [0.54, 0.20, -0.75], [-0.68, 0.88, 0.53], [0.61, -1.40, 0.89], [-0.42, 1.28, 0.77], [0.33, 0.28, -2.52], [-1.40, -0.65, 3.25], [0.42, 0.01, 0.01], [0.47, -0.06, -1.22], [1.01, 0.25, -0.09], [0.86, -1.11, 0.68], [-0.09, 0.17, 0.10], [-0.06, -0.08, 0.17], [0.10, -0.48, 0.24], [-0.79, 0.62, -0.25], [0.39, -1.47, 1.96], [-0.02, -0.09, 0.83], [-0.69, 0.31, -1.61], [2.64, 0.12, 0.73], [-0.62, 0.59, -2.13], [-1.44, 0.60, -0.48], [-2.26, -2.21, 0.80], [0.75, 0.47, 0.01], [1.30, 1.02, 0.49], [-0.34, 0.54, -0.60], [0.82, -0.49, 0.03], [-0.36, -0.95, 0.86], [-1.03, -0.02, -0.01], [1.01, 0.27, -1.19], [-2.31, 0.26, 0.21], [1.79, -0.09, 0.24], [0.30, -0.10, 0.12], [-0.09, 0.33, 0.04], [-0.15, -0.25, 0.13], [0.33, 0.65, -0.03], [0.08, -0.18, -0.34], [-0.09, 0.14, 0.18], [0.28, 0.35, 0.57], [-0.16, 0.04, -0.90], [-0.19, -1.56, 0.63], [-0.97, -1.69, 1.03], [-0.60, 0.17, 0.66], [-1.14, 1.59, -1.07], [0.29, 2.07, -0.71], [1.71, 0.09, 0.02], [-0.63, -1.02, -1.95], [1.97, 0.75, 1.90], [1.09, 1.18, 0.25], [0.22, 0.04, -0.74], [-2.43, 0.47, 0.55], [1.67, -2.69, 1.28], [-0.93, 4.24, -1.92], [-0.24, -1.36, 0.65], [2.64, -1.03, -1.74], [-2.18, -0.82, 0.54], [-0.28, 0.43, 0.04], [0.35, -0.07, 0.17], [0.04, -0.10, 0.32], [-0.36, -0.01, 0.48], [-0.15, 0.02, 0.04], [-0.08, -0.62, -0.51], [-0.01, 0.30, 0.32], [0.14, -0.09, -0.05], [0.01, -0.38, -2.00], [0.41, 1.48, 2.39], [0.42, -0.51, -0.65], [-1.34, -1.92, 0.21], [-1.02, 0.69, 1.87], [-0.33, 0.14, 0.22], [-0.86, -1.93, -1.16], [0.26, 2.39, 1.35], [2.35, 2.79, -1.06], [-1.92, -2.12, 0.43], [-0.99, -1.62, -0.96], [1.12, 3.70, 0.87], [0.81, -0.54, -1.42], [-0.10, 0.48, 2.20], [0.49, 1.28, 0.90], [-0.40, -3.05, -1.59], [-0.04, -0.16, -0.16], [0.13, 0.00, -0.43], [-0.28, 0.26, -0.15], [0.09, -0.53, 0.42], [0.66, -0.15, -0.33], [0.10, -0.63, -0.69], [0.07, -0.16, 0.07], [0.12, 0.34, -0.29], [1.55, 0.10, 0.04], [-0.97, -0.26, -0.95], [-0.52, 1.22, 1.07], [0.05, -1.00, 0.61], [-0.16, -0.09, -0.72]]}